1.
Below is a molecular structure, C11H19BCl3NOV in a non-equilibrium geometry, with properties calculated with wB97M-V/def2-TZVPD.

Geometry as XYZ:
```
37
Properties=species:S:1:pos:R:3:forces:R:3:nbo_charge:R:1
V 0.343 0.221 -0.034 -2.4 -0.5 1.4 1.090
Cl -0.700 2.289 0.432 -0.1 0.3 -0.6 -0.428
Cl 1.173 -1.768 0.898 0.3 -0.6 -0.2 -0.457
Cl -3.871 -0.092 1.779 -0.5 -0.1 -0.3 -0.983
O 1.714 0.929 0.767 2.2 0.2 -0.5 -0.789
N -0.610 0.003 2.008 1.0 0.3 0.9 -0.504
C 2.171 -1.811 -2.043 0.5 -0.3 0.3 -0.642
C 1.013 0.531 -2.207 0.1 -0.2 -0.7 -0.122
C 2.219 1.367 -2.519 1.1 -0.2 0.6 -0.640
C 1.014 -0.887 -1.996 -1.4 0.4 0.6 -0.042
C -2.660 -0.148 -1.900 -0.5 0.2 0.5 -0.646
C -0.367 -1.282 -1.760 0.9 1.7 -0.5 -0.069
C -0.891 -2.631 -1.541 -0.4 -0.9 0.2 -0.642
C -0.327 0.982 -2.240 -0.4 -0.7 0.6 -0.002
C -0.848 2.317 -2.641 -0.3 0.7 0.2 -0.645
C -1.178 -0.127 -1.897 1.1 -0.3 -0.4 -0.072
C -0.333 0.148 3.134 -0.4 -0.3 -1.9 0.403
B 0.008 0.277 4.659 -0.3 0.1 0.7 -0.578
H 0.054 1.426 5.033 0.0 0.4 -0.2 -0.022
H -1.247 -3.035 -2.500 0.0 -0.1 0.1 0.196
H -0.899 -0.253 5.260 -0.2 -0.1 0.1 0.001
H 2.407 -2.173 -3.049 -0.2 0.2 -0.2 0.195
H 2.141 2.390 -2.114 -0.1 -0.3 -0.2 0.216
H -0.129 3.120 -2.393 -0.4 -0.3 -0.1 0.223
H -3.103 0.796 -1.529 0.2 -0.5 -0.1 0.254
H 3.117 0.898 -2.028 -0.7 0.5 -0.5 0.218
H 1.034 -0.257 4.999 0.4 -0.3 -0.3 -0.025
H 1.988 -2.688 -1.417 0.0 0.2 0.0 0.251
H -1.079 2.366 -3.729 0.2 -0.2 0.5 0.198
H -0.152 -3.317 -1.121 -0.1 0.2 0.0 0.235
H -3.037 -0.953 -1.246 0.0 0.5 -0.2 0.263
H 3.066 -1.324 -1.647 0.0 -0.1 0.0 0.220
H -2.992 -0.334 -2.932 -0.1 0.1 0.1 0.191
H -1.785 2.519 -2.082 0.6 0.0 -0.4 0.256
H -1.748 -2.598 -0.857 0.2 -0.1 -0.1 0.251
H 2.456 1.447 -3.592 -0.2 -0.1 0.2 0.204
H 2.034 1.655 0.219 0.0 0.5 0.3 0.444
```
Positions in Å, forces in eV/Å.

Summary:
Net charge: -2
Orbital gap (eV): 5.31
Multiplicity: 2
ΔE to the lowest compared entry with this formula, charge and spin (kJ/mol): 0.0



2.
Below is 3 unconnected molecules or ions with the total composition C35H48F16N5O6 in a non-equilibrium geometry, with properties calculated with wB97M-V/def2-TZVPD.

Geometry as XYZ:
```
110
Properties=species:S:1:pos:R:3:forces:R:3:lowdin_charge:R:1
F -6.805 3.827 -1.449 -0.1 -0.3 -0.1 0.089
F -8.729 4.677 -1.994 -0.1 -0.5 0.0 0.104
F 6.618 -1.383 -5.938 -0.2 -0.3 -0.4 0.142
F 2.487 2.079 -7.536 -0.1 -0.2 0.5 0.105
F -9.542 2.161 -2.969 0.4 0.4 0.1 0.149
F -7.360 2.717 0.761 0.2 -0.3 0.0 0.099
F -5.548 -0.269 0.154 -0.3 0.1 0.3 0.089
F 3.185 0.340 -8.634 -0.2 -0.1 0.4 0.131
F 0.769 -0.053 -7.380 0.2 0.3 -0.1 0.095
F 4.519 -1.268 -5.450 0.2 -0.5 0.0 0.118
F 3.960 -2.211 -8.134 0.3 0.2 0.2 0.096
F -5.348 1.599 -0.942 -0.2 0.0 0.3 0.109
F -5.612 1.946 1.775 0.3 -0.2 -0.2 0.082
F -9.111 2.171 -0.857 -0.1 0.5 -0.3 0.134
F 2.284 -1.292 -6.460 0.0 0.2 0.0 0.089
F 5.113 -3.569 -6.890 0.2 0.3 0.3 0.097
O -7.658 1.220 -2.298 -0.2 1.1 1.0 0.035
O 0.368 -6.247 3.971 1.9 4.8 0.3 0.027
O 5.431 1.804 -0.907 -3.1 -4.9 1.7 0.053
O 2.479 3.720 -0.655 -2.8 -2.9 7.2 0.146
O 5.374 0.048 -7.073 -0.9 -1.3 0.4 0.037
O 3.104 -0.980 1.433 -1.9 0.9 0.3 -0.106
N 0.495 -3.856 4.489 -0.2 -2.1 0.1 -0.018
N 1.581 2.542 1.420 2.3 1.2 -3.8 0.163
N 0.939 0.516 2.508 -0.8 0.0 0.0 -0.001
N -1.862 -1.255 -1.926 -0.7 0.5 0.1 -0.038
N 3.419 0.486 -0.506 0.9 -0.7 0.9 -0.069
C 5.387 -1.238 -6.484 0.3 1.9 0.4 -0.497
C -8.540 2.305 -2.071 -0.3 -1.8 0.0 -0.497
C -7.867 3.668 -2.271 0.3 0.8 -0.2 -0.273
C 4.332 0.942 -6.658 0.7 0.6 0.1 -0.045
C -6.688 1.582 1.028 0.0 0.3 0.8 -0.297
C -0.794 -1.425 2.147 0.5 0.5 1.3 -0.108
C -0.306 4.620 6.229 1.2 -3.5 -2.2 -0.051
C 0.965 2.195 4.526 -1.0 3.7 2.3 -0.153
C 0.477 0.861 -0.056 -0.6 -1.2 -0.2 -0.116
C -0.990 -3.861 4.685 -1.1 0.8 1.4 -0.207
C -6.234 0.850 -0.235 0.0 0.2 -1.0 -0.428
C -7.362 0.381 -1.174 -0.2 -0.7 -0.6 -0.045
C 1.851 -1.694 1.566 -0.5 -1.5 -0.4 -0.117
C -1.857 -3.500 3.369 -0.3 -1.2 0.3 -0.176
C 1.501 1.049 1.188 0.0 0.6 -2.4 -0.277
C 1.027 -5.169 4.080 0.3 -3.0 -0.2 -0.400
C 1.921 3.257 5.242 -4.3 0.3 0.4 -0.011
C 1.255 4.413 6.081 -1.6 -1.8 -1.3 -0.051
C 5.959 -0.449 -0.041 -0.8 -0.7 -0.5 -0.008
C 5.145 -2.359 -7.502 -0.1 -0.6 -0.7 -0.272
C 1.698 1.024 3.715 1.3 1.3 2.8 -0.096
C 3.131 -0.710 -1.348 0.0 -1.3 -1.5 -0.072
C 2.057 3.188 0.399 1.1 0.2 -3.5 -0.138
C -0.996 -3.033 2.090 -1.5 0.5 -0.4 -0.163
C 4.919 0.700 -0.519 3.4 3.5 -0.8 -0.335
C -0.895 1.696 0.064 -0.5 0.2 -0.8 -0.171
C 1.914 -0.010 -6.652 -0.9 -0.2 0.0 -0.302
C 2.626 -5.209 3.738 -0.3 1.7 0.2 -0.028
C -1.242 3.575 5.531 4.1 -0.1 -0.1 -0.051
C 2.976 0.813 -7.380 0.8 -0.1 -0.8 -0.433
C -1.837 0.255 -2.039 -1.7 0.1 0.1 -0.249
C 0.746 -0.988 2.505 -0.3 -2.8 -0.1 -0.181
C -2.181 0.945 -0.608 0.4 1.4 -0.7 -0.181
C -0.567 2.396 4.729 1.6 1.4 0.6 -0.045
C 2.959 0.366 0.905 1.3 1.0 0.9 -0.230
H 2.829 -5.586 2.664 -0.6 0.2 2.0 0.097
H -1.281 1.631 4.230 1.2 1.4 0.9 0.082
H 7.048 -0.079 -0.005 -2.0 -0.2 0.0 0.103
H 3.015 -4.113 3.757 -0.6 -1.8 0.0 0.062
H -1.945 -1.534 -0.929 0.1 0.3 -1.0 0.032
H 1.915 0.190 4.500 -0.7 1.1 -1.8 0.157
H 4.719 1.933 -6.914 -0.1 -0.2 -0.2 0.152
H -2.944 1.787 -0.835 1.2 -1.4 0.6 0.106
H 3.700 1.021 1.526 -1.3 -1.1 -1.1 0.175
H 0.960 1.163 -1.072 -0.3 -0.4 2.2 0.137
H 3.066 3.157 5.155 -2.1 0.3 0.2 0.101
H -2.712 0.527 -2.760 1.7 -0.3 1.2 0.122
H -1.213 -3.031 5.473 0.5 -1.4 -1.3 0.125
H -1.406 -1.071 3.076 1.0 -0.4 -1.6 0.122
H 0.261 -0.279 -0.181 0.2 2.0 0.3 0.104
H -2.737 -1.601 -2.379 1.2 0.3 0.5 0.075
H -0.744 5.492 6.860 1.0 -1.8 -1.3 0.105
H -2.399 3.642 5.586 2.4 -0.2 -0.1 0.104
H -2.477 -4.452 3.111 1.2 1.7 0.2 0.124
H -0.035 0.910 2.544 1.0 -0.1 0.1 0.141
H 5.932 -2.374 -8.260 0.1 0.2 0.2 0.178
H 3.481 -0.494 -2.439 -0.7 -0.2 1.9 0.120
H 3.230 -5.768 4.544 -1.2 0.6 -1.4 0.094
H -0.030 -3.633 1.959 -1.4 1.0 0.3 0.105
H 2.016 -0.987 -1.409 1.7 0.7 0.2 0.091
H 2.758 1.426 3.447 -2.1 -0.7 0.1 0.140
H -7.012 -0.552 -1.628 0.2 0.3 0.0 0.150
H -1.661 -3.246 1.157 1.3 0.3 1.6 0.122
H -2.705 0.217 0.109 0.9 0.9 -1.1 0.096
H 4.225 0.962 -5.570 -0.2 -0.2 -0.2 0.140
H -8.267 0.098 -0.630 0.2 0.3 0.1 0.148
H -1.378 -4.841 5.181 0.8 1.6 -1.1 0.133
H -1.181 2.031 1.124 0.6 -0.5 -1.4 0.110
H -0.751 2.673 -0.551 -0.2 -1.6 1.2 0.130
H 5.925 -1.282 -0.844 0.1 1.3 1.3 0.090
H 3.700 -1.663 -1.028 -0.9 1.5 -0.3 0.104
H -0.879 0.653 -2.534 -1.3 -0.7 1.0 0.107
H -7.518 3.783 -3.300 -0.1 -0.2 0.0 0.177
H 0.903 -1.461 3.559 -0.1 1.4 -1.7 0.148
H 0.989 -3.499 5.339 -0.4 -0.5 -1.2 0.139
H 1.927 5.174 6.637 -1.2 -1.5 -1.2 0.097
H 1.431 -1.958 0.514 0.5 0.6 1.7 0.135
H -2.650 -2.717 3.705 1.5 -1.2 -0.9 0.116
H 5.627 -0.954 0.947 0.5 1.0 -1.6 0.090
H -7.318 0.940 1.650 0.0 -0.1 -0.2 0.177
H -1.231 -0.853 1.256 0.9 -1.0 1.1 0.079
H 1.670 0.432 -5.682 0.2 0.1 0.0 0.169
H 2.104 -2.722 2.049 -0.3 1.9 -0.8 0.132
```
Positions in Å, forces in eV/Å.

Summary:
Net charge: +1
Orbital gap (eV): 9.10



3.
Below is a single C24H31ClN2O3 molecule, with properties calculated with wB97M-V/def2-TZVPD.

Geometry as XYZ:
```
61
Properties=species:S:1:pos:R:3:forces:R:3:nbo_charge:R:1
Cl 5.701 1.333 -0.723 0.2 0.2 0.0 -0.022
O -1.722 -2.910 1.625 0.0 0.0 0.4 -0.631
O 1.035 -2.197 -0.500 0.1 0.1 -0.1 -0.533
O 1.649 1.721 1.727 -0.1 0.0 -0.3 -0.515
N -4.215 0.301 -0.388 0.1 0.0 -0.1 -0.444
N -1.568 -2.267 -0.542 0.0 -0.1 -0.5 -0.612
C -5.449 2.318 0.232 0.0 0.1 -0.3 -0.402
C 4.338 0.266 -0.629 -0.2 -0.2 0.1 0.015
C -5.393 -0.256 -1.029 -0.2 -0.2 0.2 -0.218
C 0.408 1.348 -0.216 0.1 0.1 0.2 -0.269
C -4.241 1.751 -0.504 0.0 0.3 0.3 -0.224
C -6.655 0.230 -0.321 0.0 0.1 -0.3 -0.401
C 0.487 1.271 1.174 0.0 0.0 -0.2 0.370
C -2.966 -0.254 -0.895 0.1 -0.1 0.1 -0.058
C -1.784 0.350 -0.172 -0.1 0.1 -0.1 -0.070
C -0.591 0.756 1.886 0.3 0.1 0.2 -0.344
C 3.545 0.087 -1.760 0.0 0.0 0.1 -0.030
C -6.733 1.751 -0.361 0.0 -0.1 0.3 -0.397
C 3.859 0.798 -3.038 0.0 0.0 0.0 -0.635
C 4.076 -0.388 0.567 0.1 0.1 -0.2 -0.018
C 2.150 -1.408 -0.467 0.2 0.1 -0.2 0.411
C 2.978 -1.236 0.633 -0.3 -0.2 0.0 -0.334
C 0.471 -2.669 0.702 -0.1 -0.1 0.5 -0.161
C -1.061 -2.628 0.649 0.5 -0.1 -0.3 0.671
C 4.960 -0.186 1.757 0.0 0.0 0.0 -0.635
C 1.803 1.639 3.122 0.0 0.0 0.2 -0.252
C -2.923 -1.791 -0.678 -0.2 0.0 -0.1 -0.239
C -1.713 0.305 1.213 -0.1 0.1 -0.3 -0.139
C 2.452 -0.754 -1.659 0.0 -0.2 0.2 -0.285
C -0.710 0.884 -0.875 -0.1 0.0 0.2 -0.207
H 0.799 -3.696 0.906 -0.1 0.1 0.0 0.206
H -0.748 0.938 -1.954 0.0 0.0 -0.1 0.210
H -3.324 2.152 -0.068 -0.1 0.0 -0.1 0.218
H 1.746 0.604 3.474 0.0 0.0 0.0 0.173
H -0.901 -1.997 -1.252 0.0 0.0 0.2 0.413
H 1.055 2.242 3.647 0.0 0.0 0.0 0.178
H -6.621 -0.103 0.717 0.0 -0.1 0.0 0.205
H -5.439 3.407 0.163 0.0 0.0 0.1 0.208
H -5.380 2.038 1.284 0.0 0.0 0.1 0.204
H 4.857 0.530 -3.383 0.0 0.0 -0.1 0.229
H 3.844 1.876 -2.885 0.0 0.1 -0.1 0.228
H 3.138 0.541 -3.809 0.0 0.0 -0.1 0.215
H -3.402 -2.314 -1.510 -0.1 0.0 0.1 0.201
H 1.245 1.761 -0.754 0.1 0.1 -0.1 0.225
H -6.838 2.086 -1.396 0.0 0.0 0.0 0.193
H -2.545 -0.096 1.769 -0.1 -0.1 0.1 0.227
H -0.570 0.692 2.962 0.0 0.0 0.1 0.222
H 5.983 -0.477 1.522 0.1 0.0 0.1 0.230
H 0.748 -2.041 1.554 -0.1 0.0 -0.1 0.210
H 4.613 -0.770 2.604 0.0 0.0 0.1 0.213
H -5.354 -1.344 -0.968 0.0 0.0 -0.1 0.203
H -3.434 -2.037 0.255 -0.1 0.0 -0.1 0.243
H -5.437 0.028 -2.098 0.0 0.0 0.0 0.157
H -4.277 2.063 -1.566 0.0 0.0 0.0 0.157
H -7.602 2.104 0.198 0.0 0.0 -0.1 0.208
H 2.795 2.036 3.333 -0.1 0.0 0.0 0.199
H -2.856 -0.049 -1.981 0.0 0.0 0.1 0.165
H 2.794 -1.761 1.557 0.0 0.0 0.1 0.218
H 4.974 0.867 2.034 0.1 0.1 0.1 0.228
H 1.808 -0.912 -2.509 -0.1 0.0 -0.1 0.217
H -7.531 -0.214 -0.798 0.0 -0.1 0.0 0.207
```
Positions in Å, forces in eV/Å.

Summary:
SMILES: COc1ccc([C@@H](CNC(=O)COc2cc(C)c(Cl)c(C)c2)N2CCCCC2)cc1
Orbital gap (eV): 8.91
ΔE to the lowest compared entry with this formula, charge and spin (kJ/mol): 97.9



The highest orbital gap belongs to which entry?
C35H48F16N5O6



Please write out number 1 again, unchanged.
Below is a molecular structure, C11H19BCl3NOV in a non-equilibrium geometry, with properties calculated with wB97M-V/def2-TZVPD.

Geometry as XYZ:
```
37
Properties=species:S:1:pos:R:3:forces:R:3:nbo_charge:R:1
V 0.343 0.221 -0.034 -2.4 -0.5 1.4 1.090
Cl -0.700 2.289 0.432 -0.1 0.3 -0.6 -0.428
Cl 1.173 -1.768 0.898 0.3 -0.6 -0.2 -0.457
Cl -3.871 -0.092 1.779 -0.5 -0.1 -0.3 -0.983
O 1.714 0.929 0.767 2.2 0.2 -0.5 -0.789
N -0.610 0.003 2.008 1.0 0.3 0.9 -0.504
C 2.171 -1.811 -2.043 0.5 -0.3 0.3 -0.642
C 1.013 0.531 -2.207 0.1 -0.2 -0.7 -0.122
C 2.219 1.367 -2.519 1.1 -0.2 0.6 -0.640
C 1.014 -0.887 -1.996 -1.4 0.4 0.6 -0.042
C -2.660 -0.148 -1.900 -0.5 0.2 0.5 -0.646
C -0.367 -1.282 -1.760 0.9 1.7 -0.5 -0.069
C -0.891 -2.631 -1.541 -0.4 -0.9 0.2 -0.642
C -0.327 0.982 -2.240 -0.4 -0.7 0.6 -0.002
C -0.848 2.317 -2.641 -0.3 0.7 0.2 -0.645
C -1.178 -0.127 -1.897 1.1 -0.3 -0.4 -0.072
C -0.333 0.148 3.134 -0.4 -0.3 -1.9 0.403
B 0.008 0.277 4.659 -0.3 0.1 0.7 -0.578
H 0.054 1.426 5.033 0.0 0.4 -0.2 -0.022
H -1.247 -3.035 -2.500 0.0 -0.1 0.1 0.196
H -0.899 -0.253 5.260 -0.2 -0.1 0.1 0.001
H 2.407 -2.173 -3.049 -0.2 0.2 -0.2 0.195
H 2.141 2.390 -2.114 -0.1 -0.3 -0.2 0.216
H -0.129 3.120 -2.393 -0.4 -0.3 -0.1 0.223
H -3.103 0.796 -1.529 0.2 -0.5 -0.1 0.254
H 3.117 0.898 -2.028 -0.7 0.5 -0.5 0.218
H 1.034 -0.257 4.999 0.4 -0.3 -0.3 -0.025
H 1.988 -2.688 -1.417 0.0 0.2 0.0 0.251
H -1.079 2.366 -3.729 0.2 -0.2 0.5 0.198
H -0.152 -3.317 -1.121 -0.1 0.2 0.0 0.235
H -3.037 -0.953 -1.246 0.0 0.5 -0.2 0.263
H 3.066 -1.324 -1.647 0.0 -0.1 0.0 0.220
H -2.992 -0.334 -2.932 -0.1 0.1 0.1 0.191
H -1.785 2.519 -2.082 0.6 0.0 -0.4 0.256
H -1.748 -2.598 -0.857 0.2 -0.1 -0.1 0.251
H 2.456 1.447 -3.592 -0.2 -0.1 0.2 0.204
H 2.034 1.655 0.219 0.0 0.5 0.3 0.444
```
Positions in Å, forces in eV/Å.

Summary:
Net charge: -2
Orbital gap (eV): 5.31
Multiplicity: 2
ΔE to the lowest compared entry with this formula, charge and spin (kJ/mol): 0.0



The lowest orbital gap belongs to which entry?
C11H19BCl3NOV